[1]
Density functional theory data (the ωB97M-V functional and the def2-TZVPD basis) for a 17-piece molecular cluster, C3H39NO17 overall.

Each line ends with the Mulliken spin population.
Geometry (Å):
H1 -0.262 1.595 1.283  -0.063
H2 -2.904 -1.532 0.233  0.058
O1 -0.760 0.836 1.059  0.078
O2 4.878 -2.903 -1.952  0.034
O3 -2.630 3.931 -1.021  0.123
H3 -1.113 -4.099 1.507  0.063
H4 -2.044 0.891 -0.378  0.004
O4 -0.922 5.350 0.922  -0.018
H5 1.201 -3.715 -0.895  0.009
C1 -3.545 -0.604 0.076  0.239
O5 -0.376 1.835 -1.284  0.586
O6 4.131 0.683 -0.317  -0.012
H6 4.217 -2.834 -2.664  -0.016
O7 -0.218 -2.846 4.020  -0.100
H7 3.376 0.072 -0.397  0.074
H8 -2.599 -0.643 2.929  0.065
H9 -4.081 -1.353 -2.398  -0.024
H10 -0.909 1.504 -2.001  -0.036
H11 -0.990 -2.258 3.805  0.016
O8 -2.859 1.645 -2.615  -0.153
H12 3.626 -3.189 1.250  0.002
O9 3.384 -2.992 0.283  -0.056
H13 -0.868 4.710 1.622  0.000
H14 -5.203 -0.053 -2.672  0.008
H15 -0.525 -3.174 4.835  0.048
H16 4.512 -3.370 -1.156  0.021
O10 1.048 -1.475 -0.106  0.544
O11 2.633 -2.228 2.847  0.102
H17 -3.567 -0.366 1.242  -0.041
H18 -3.498 4.422 -1.046  -0.037
O12 1.172 -4.614 -0.500  -0.156
H19 -0.305 2.783 -1.278  -0.083
O13 1.934 0.859 1.723  -0.240
N1 -2.947 0.392 -0.732  -0.214
H20 4.692 0.524 -1.069  0.011
H21 2.012 -4.571 -0.004  0.013
O14 0.842 4.425 -1.141  0.006
H22 0.821 4.915 -0.310  0.001
H23 1.491 1.349 1.029  0.132
H24 0.213 -1.165 -0.516  -0.025
H25 1.844 -2.274 3.389  0.008
H26 1.329 1.150 -2.469  0.002
H27 2.755 -1.316 2.610  0.031
H28 -4.618 -1.058 -0.057  -0.021
H29 -3.986 -0.478 -3.875  -0.051
H30 -0.212 0.175 0.653  0.033
H31 2.805 1.310 1.760  0.004
H32 0.585 -2.086 0.474  -0.045
O15 -0.917 -3.248 1.106  -0.237
H33 1.597 4.789 -1.660  -0.006
O16 1.764 1.901 -2.898  -0.067
C2 -3.349 0.643 -2.048  0.482
C3 -4.161 -0.360 -2.775  0.041
H34 2.729 -2.271 0.280  -0.032
H35 -0.102 -3.018 1.592  0.064
O17 -2.011 -0.715 3.648  -0.248
H36 -2.479 3.582 -1.929  0.003
H37 1.138 1.906 -3.649  -0.006
H38 -1.173 -0.201 3.485  0.056
H39 -1.181 4.993 0.050  0.027

The total charge is -1. The orbital gap (spin up / spin down) comes out at 2.51 / 9.25 eV. Its multiplicity is 2. The calculation puts the HOMO energy (spin up / spin down) at 0.08 / -6.83 eV. As for the total energy: -40040.9474 eV. As for the maximum force: 5.4 eV/A.



[2]
Density functional theory data (the ωB97M-V functional and the def2-TZVPD basis) for one molecule with the formula C5H9FO.

Each line ends with the Löwdin charge.
Geometry (Å):
C1 -0.003 1.321 1.299  -0.259
H1 1.874 0.194 -0.153  0.118
H2 -1.962 -1.180 -1.396  0.109
H3 -0.045 2.366 0.865  0.135
H4 1.061 1.174 1.487  0.101
C2 1.345 -0.676 -0.579  -0.178
C3 -0.837 -1.239 -1.517  -0.054
H5 -0.457 -2.294 -1.468  0.105
H6 -1.732 0.538 0.371  0.128
F1 1.739 -0.789 -1.898  -0.042
C4 -0.645 0.369 0.353  -0.059
H7 -0.460 1.949 3.124  0.091
H8 1.567 -1.613 -0.020  0.143
H9 -0.586 -0.901 -2.482  0.062
O1 -0.746 1.235 2.527  -0.080
C5 -0.114 -0.453 -0.514  -0.321

As for the SMILES: C/C(=C/CO)CF. The total charge is 0. The orbital gap comes out at 10.20 eV. Its multiplicity is 1. The calculation puts the HOMO energy at -9.40 eV. As for the total energy: -10094.6822 eV. As for the maximum force: 2.5 eV/A.



[3]
Density functional theory data (the ωB97M-V functional and the def2-TZVPD basis) for a 4-piece molecular cluster, C12H22FN4O4S2 overall.

Each line ends with the Löwdin charge.
Geometry (Å):
H1 4.183 0.067 6.288  0.120
N1 -0.603 0.848 -3.553  0.134
C1 3.605 0.180 5.368  -0.183
H2 0.988 -0.016 6.446  0.069
F1 -5.042 -0.614 -0.633  -0.165
C2 2.561 -0.932 5.248  -0.274
H3 3.070 -1.898 5.209  0.109
N2 -2.377 -0.976 1.580  0.117
C3 1.700 0.744 -4.872  -0.176
O1 -4.832 -1.617 -2.994  -0.242
O2 -6.045 -2.849 -1.192  -0.242
C4 -1.025 2.237 1.540  -0.254
N3 2.400 2.550 5.382  0.135
C5 1.442 0.820 -6.380  -0.263
O3 -2.045 -2.650 -2.350  -0.380
H4 -0.414 -0.320 -6.443  0.067
H5 -2.043 2.560 1.779  0.117
H6 0.112 1.768 -0.250  0.076
C6 0.582 -0.329 -6.894  -0.111
S1 -4.911 -1.980 -1.554  0.622
H7 2.009 -0.821 4.309  0.097
H8 0.952 1.767 -6.623  0.116
H9 -3.129 -4.176 -0.800  0.086
H10 0.326 0.631 2.097  0.118
H11 1.048 -1.295 -6.679  0.077
C7 2.928 1.516 5.378  -0.224
H12 -0.350 3.028 1.874  0.118
O4 -0.659 -1.529 -1.238  0.092
H13 -0.790 1.117 3.379  0.122
C8 -0.898 2.079 0.028  -0.116
H14 -1.604 1.342 -0.362  0.050
H15 2.329 1.578 -4.555  0.119
H16 2.086 -1.062 7.363  0.081
H17 2.216 -0.185 -4.617  0.118
C9 1.570 -0.940 6.407  -0.111
H18 4.299 0.140 4.526  0.114
S2 -3.018 -2.795 -0.996  1.069
H19 0.863 -1.764 6.295  0.072
N4 -1.288 -1.426 -2.230  0.018
C10 0.405 0.803 -4.128  -0.198
H20 -1.111 3.025 -0.472  0.080
C11 -1.641 -0.135 1.897  -0.194
C12 -0.699 0.950 2.304  -0.168
H21 0.449 -0.250 -7.974  0.078
H22 2.400 0.810 -6.905  0.113

The total charge is +1. The orbital gap comes out at 6.80 eV. Its multiplicity is 1. The calculation puts the HOMO energy at -13.41 eV. As for the total energy: -51324.0129 eV. As for the maximum force: 7.9 eV/A.